{
  "formula": "C4H11N3O",
  "method": "ωB97M-V/def2-TZVPD",
  "multiplicity": 1,
  "lumo_ha": -0.1427,
  "charge": 0,
  "homo_energy_ha": -0.31278,
  "largest_force_ev_per_a": 6.8,
  "homo_lumo_gap_ev": 4.63,
  "energy_ev": -10831.828,
  "symbols": ["H", "O", "C", "H", "C", "N", "H", "H", "H", "H", "N", "H", "C", "H", "N", "C", "H", "H", "H"],
  "xyz": [[1.74243, -1.20453, 0.65750], [-0.61909, -1.47164, -2.41134], [0.00894, -0.01622, 0.62856], [2.57415, -0.51572, 2.09973], [-1.64482, 0.78924, -1.09455], [2.78463, -0.94850, 1.23194], [-1.49969, 1.78744, -1.55855], [-2.80180, 1.24866, 1.82627], [-0.72670, 1.87281, 0.74245], [-1.05212, -0.13505, -1.68884], [-2.44726, 0.52076, 1.16112], [-2.61247, 0.45495, -0.80079], [-1.21041, 0.89768, 0.50563], [-0.03685, -0.79341, -0.19260], [1.23138, 0.75248, 0.29996], [2.26026, -0.11646, 0.24574], [2.82335, -0.10607, -0.77999], [0.07444, -0.48675, 1.59357], [-0.99706, -1.94780, -3.17143]],
  "forces_ev_per_angstrom": [[0.99, -2.63, 2.46], [0.23, 0.61, 0.81], [0.48, -1.18, -0.41], [-1.19, 0.14, 1.23], [0.56, 0.49, 0.65], [-1.34, -1.16, -2.88], [-0.78, -0.62, 0.28], [0.34, -0.04, -1.11], [-1.18, -0.09, -0.05], [-0.53, -0.20, 0.28], [2.95, 0.80, -1.06], [-1.64, -0.34, -1.91], [0.39, 0.17, 1.46], [-0.46, 0.36, 1.13], [1.14, -2.48, -0.90], [1.14, 6.03, -2.89], [-0.46, -0.22, 1.92], [-0.40, -0.30, 0.74], [-0.24, 0.68, 0.26]],
  "nbo_charge": [0.42, -0.94, -0.27, 0.37, -0.52, -0.67, 0.22, 0.35, 0.22, 0.35, -0.30, 0.22, -0.12, 0.23, -0.58, 0.20, 0.19, 0.18, 0.45]
}

---

{
  "formula": "C5H12OSi2",
  "method": "ωB97M-V/def2-TZVPD",
  "multiplicity": 1,
  "lumo_ha": 0.0175,
  "charge": 0,
  "homo_energy_ha": -0.32026,
  "largest_force_ev_per_a": 4.7,
  "homo_lumo_gap_ev": 9.19,
  "energy_ev": -23177.759,
  "symbols": ["H", "H", "O", "H", "C", "H", "H", "Si", "H", "C", "H", "H", "H", "Si", "C", "H", "C", "C", "H", "H"],
  "xyz": [[3.69419, -1.29058, -0.58280], [-1.91216, -0.93210, 2.46887], [2.29132, 1.26913, 0.08285], [-3.57288, -1.28409, 0.60149], [-0.03091, 1.53875, -0.41515], [2.53779, -2.60386, 1.26378], [-0.51452, 1.62244, -1.49103], [-2.41890, -0.57049, 1.01823], [1.36732, 3.02543, 0.45044], [1.25488, -0.35964, 0.13651], [2.09854, -2.68658, -1.23113], [-0.83698, 2.03897, 0.20856], [1.81544, 2.62149, -1.23646], [2.40547, -1.80420, -0.03284], [0.05953, 0.11781, -0.19990], [-2.87640, 0.75588, 1.30064], [-1.17831, -0.71296, -0.41989], [1.38586, 2.19880, -0.36656], [-1.63541, -0.48797, -1.36791], [-0.96593, -1.80009, -0.58894]],
  "forces_ev_per_angstrom": [[-0.15, 0.11, 0.67], [-0.20, -0.16, -1.58], [-0.97, -4.53, 0.65], [-0.93, -0.87, -0.14], [-1.85, 3.00, -2.72], [-0.08, 0.48, -0.83], [0.94, 0.10, 1.73], [1.21, -0.19, 1.32], [-0.23, -0.85, -1.33], [1.13, 3.35, -0.89], [-0.55, 0.19, 0.76], [1.10, -0.53, -0.37], [-0.40, 0.55, -1.48], [0.81, -0.50, -0.33], [1.08, -2.11, 0.54], [-0.17, 1.10, -0.22], [0.54, -1.23, 0.68], [-1.02, 0.69, 3.23], [-0.46, 0.72, -0.29], [0.20, 0.70, 0.61]],
  "nbo_charge": [-0.12, -0.14, -0.58, -0.17, -0.45, -0.13, 0.22, 0.88, 0.16, -0.12, -0.15, 0.24, 0.18, 0.83, -0.05, -0.18, -0.85, -0.06, 0.26, 0.25]
}

---

{
  "formula": "C2H3N3OS",
  "method": "ωB97M-V/def2-TZVPD",
  "multiplicity": 1,
  "lumo_ha": -0.0098,
  "charge": 0,
  "homo_energy_ha": -0.32266,
  "largest_force_ev_per_a": 5.3,
  "homo_lumo_gap_ev": 8.51,
  "energy_ev": -19468.833,
  "symbols": ["H", "S", "C", "H", "O", "N", "N", "N", "C", "H"],
  "xyz": [[-0.30833, -2.51161, 0.28619], [2.03621, -0.36434, 0.01418], [-0.61099, -1.41870, -0.03588], [1.09178, 1.98075, -0.63998], [-1.82890, 0.27721, -0.04610], [-0.46816, 0.73164, 0.03256], [-0.09453, 1.99583, -0.07916], [-1.85612, -0.98466, 0.00328], [0.35571, -0.31114, -0.02989], [-0.26827, 2.32210, 1.19370]],
  "forces_ev_per_angstrom": [[-0.94, 2.40, -1.34], [-0.96, 0.58, -0.24], [0.27, -2.36, 1.62], [-4.10, -0.25, 2.87], [-0.40, 4.72, -0.55], [1.39, -2.18, -0.76], [1.27, 2.50, 2.93], [2.42, -3.46, 0.09], [-0.75, -1.64, 0.40], [1.80, -0.30, -5.01]],
  "nbo_charge": [0.25, -0.21, -0.08, 0.45, -0.11, 0.01, -0.64, -0.02, -0.02, 0.38]
}